No. 1
# C31H29BN8O4SSr

A structure of composition C31H29BN8O4SSr at a distorted geometry (the ωB97M-V functional and the def2-TZVPD basis, the Open Molecules 2025 dataset).

XYZ file:
```
75
Properties=species:S:1:pos:R:3
Sr 0.62 0.53 0.36
C -3.78 0.32 2.27
C -2.39 0.01 1.78
N -1.73 0.82 0.96
N -2.39 1.94 0.58
C -1.72 3.00 0.23
N -2.47 4.08 -0.13
S -0.02 3.29 0.27
C -1.74 -1.13 2.26
C -2.18 -1.92 3.34
C -1.28 -2.64 4.07
C 0.11 -2.46 3.80
C 0.51 -1.89 2.66
N -0.46 -1.50 1.68
H -4.12 1.24 1.79
H -3.80 0.44 3.35
H -4.46 -0.49 2.01
H -3.45 3.95 -0.34
H -1.99 4.88 -0.51
H -3.22 -1.90 3.62
H -1.60 -3.26 4.89
H 0.84 -2.77 4.54
H 1.55 -1.78 2.37
O -4.63 2.38 -4.98
C -3.37 2.46 -5.47
O -3.19 2.86 -6.60
C -2.27 2.05 -4.58
C -0.96 2.26 -5.02
C 0.12 1.93 -4.24
C -0.05 1.35 -2.97
C -1.37 1.09 -2.56
C -2.45 1.44 -3.32
N 0.94 0.96 -2.11
C 2.20 1.23 -2.34
C 3.24 0.74 -1.52
C 4.59 0.99 -1.87
C 5.60 0.49 -1.10
C 5.27 -0.29 0.02
C 3.93 -0.50 0.29
N 2.93 0.00 -0.42
H -4.64 2.06 -4.07
H -0.83 2.69 -6.00
H 1.11 2.12 -4.63
H -1.52 0.59 -1.61
H -3.44 1.22 -2.94
H 2.52 1.84 -3.18
H 4.80 1.56 -2.76
H 6.64 0.68 -1.34
H 6.03 -0.70 0.65
H 3.64 -1.12 1.13
O 0.54 -2.78 -0.22
B -0.54 -2.45 0.60
O -1.62 -3.26 0.35
C -1.19 -4.17 -0.57
C -1.84 -5.29 -1.06
C -1.13 -6.10 -1.93
C 0.17 -5.79 -2.31
C 0.82 -4.67 -1.81
C 0.13 -3.88 -0.93
H -2.83 -5.53 -0.73
H -1.59 -7.00 -2.31
H 0.69 -6.44 -2.99
H 1.84 -4.45 -2.09
C -0.14 2.27 3.73
C 1.32 2.14 3.51
N 1.92 1.42 2.60
C 3.26 1.57 2.80
C 3.47 2.41 3.86
N 2.23 2.76 4.30
H -0.67 2.06 2.81
H -0.39 3.27 4.06
H -0.46 1.55 4.49
H 3.99 1.10 2.17
H 4.37 2.75 4.33
H 2.02 3.39 5.06
```

## Properties
* energy above the lowest of the compared OMol25 structures with the same formula, charge and spin: 2.2 kJ/mol
* HOMO energy (alpha / beta): -5.607 / -4.715 eV

Here are the Löwdin charges for atoms 1 to 6, given in e: 1.281, -0.024, -0.303, -0.179, -0.059, -0.939

No. 2
# C31H29IrN7O6S2

A structure of composition C31H29IrN7O6S2 at a distorted geometry (the ωB97M-V functional and the def2-TZVPD basis, the Open Molecules 2025 dataset).

XYZ file:
```
76
Properties=species:S:1:pos:R:3
Ir -0.19 0.28 -0.56
C -4.74 1.05 1.07
O -3.70 1.19 2.06
C -2.55 1.07 1.40
N -2.57 1.08 0.12
C -3.97 1.20 -0.28
C -4.36 0.14 -1.27
C -3.59 -1.13 -1.28
C -4.06 -2.17 -2.22
C -5.09 -1.96 -3.07
C -5.77 -0.73 -3.00
C -5.41 0.31 -2.13
C -1.32 0.92 2.20
C -1.34 1.07 3.57
C -0.17 0.85 4.29
C 0.97 0.48 3.60
C 0.91 0.35 2.22
N -0.22 0.57 1.52
C 2.07 -0.05 1.42
N 1.98 -0.31 0.18
C 3.32 -0.69 -0.31
C 4.21 -0.43 0.93
O 3.26 -0.14 2.01
C 3.72 0.08 -1.54
C 4.27 -0.58 -2.63
C 4.66 0.13 -3.76
C 4.50 1.51 -3.80
C 3.97 2.18 -2.71
C 3.58 1.47 -1.58
H -5.49 1.83 1.23
H -5.18 0.06 1.19
H -4.14 2.18 -0.73
H -2.57 -0.84 -1.64
H -3.52 -3.12 -2.16
H -5.44 -2.73 -3.75
H -6.64 -0.59 -3.63
H -5.98 1.23 -2.14
H -2.27 1.34 4.06
H -0.16 0.95 5.36
H 1.91 0.29 4.10
H 3.28 -1.75 -0.55
H 4.84 0.44 0.82
H 4.80 -1.29 1.24
H 4.39 -1.66 -2.60
H 5.10 -0.40 -4.60
H 4.82 2.06 -4.68
H 3.88 3.26 -2.73
H 3.19 2.00 -0.72
C 0.44 1.53 -4.68
C 0.22 1.34 -3.22
N -0.09 0.22 -2.64
N -0.46 -0.83 -3.44
C 0.04 -2.12 -3.30
N -0.58 -2.99 -4.12
S 1.26 -2.53 -2.30
C 0.45 2.46 -2.30
C 0.74 3.74 -2.74
C 1.01 4.74 -1.81
C 0.98 4.41 -0.47
C 0.67 3.12 -0.10
N 0.41 2.16 -0.99
H 0.48 0.59 -5.23
H 1.40 2.02 -4.83
H -0.33 2.16 -5.12
H -0.89 -0.58 -4.32
H -1.25 -2.72 -4.83
H -0.20 -3.92 -4.17
H 0.76 3.97 -3.80
H 1.23 5.74 -2.14
H 1.20 5.15 0.29
H 0.65 2.83 0.94
O -3.52 -1.65 0.02
S -2.05 -2.24 0.63
O -2.17 -3.65 0.49
O -1.05 -1.67 -0.31
O -2.03 -1.66 1.93
```

## Properties
* 2S+1: 2
* total charge: +2
* energy above the lowest of the compared OMol25 structures with the same formula, charge and spin: 76.4 kJ/mol
* HOMO energy (alpha / beta): -11.615 / -13.666 eV
* expectation value of S²: 0.790

Here are the Löwdin charges for atoms 1 to 6, given in e: 1.480, -0.007, 0.066, -0.325, 0.147, -0.207

No. 3
# C31H29N2

A cluster of 2 separate species, C31H29N2 in total at a distorted geometry (the ωB97M-V functional and the def2-TZVPD basis, the Open Molecules 2025 dataset).

XYZ file:
```
62
Properties=species:S:1:pos:R:3
C 4.55 1.63 1.39
N 3.27 0.97 1.53
C 2.11 1.67 1.69
C 1.02 0.78 1.79
C -0.42 1.14 1.92
C -1.64 0.23 1.61
C -1.77 -0.46 0.40
C -2.83 -1.36 0.19
C -3.79 -1.55 1.19
C -4.77 -2.69 1.14
C -3.83 -0.61 2.23
C -2.77 0.27 2.44
C 1.56 -0.54 1.76
C 0.96 -1.79 1.80
C 1.76 -2.91 1.58
C 3.15 -2.78 1.36
C 3.76 -1.52 1.33
C 2.97 -0.41 1.56
H 5.34 0.89 1.19
H 4.54 2.37 0.58
H 4.85 2.18 2.31
H 2.14 2.75 1.79
H -0.62 1.66 2.87
H -0.99 -0.29 -0.37
H -2.85 -1.92 -0.74
H -5.48 -2.60 1.97
H -5.34 -2.71 0.20
H -4.31 -3.69 1.25
H -4.66 -0.64 2.93
H -2.80 0.98 3.27
H -0.11 -1.85 2.02
H 1.30 -3.90 1.57
H 3.73 -3.68 1.20
H 4.82 -1.41 1.07
C -3.43 8.42 0.68
N -2.73 7.27 0.04
C -1.35 7.17 0.25
C -0.64 6.05 -0.29
C -1.35 5.18 -1.10
H -0.49 1.89 1.19
C -2.72 5.03 -0.89
C -3.45 6.15 -0.39
C -4.85 5.97 -0.24
C -5.51 4.81 -0.66
C -4.75 3.66 -0.97
C -3.36 3.76 -1.03
C 0.69 5.76 0.15
C 1.40 6.68 0.92
C 0.75 7.87 1.35
C -0.62 8.02 1.12
H -4.51 8.27 0.59
H -3.15 8.38 1.75
H -3.17 9.40 0.23
H -0.82 4.28 -1.41
H -5.47 6.74 0.21
H -6.60 4.75 -0.78
H -5.25 2.69 -1.13
H -2.74 2.85 -1.15
H 1.14 4.78 -0.09
H 2.45 6.49 1.21
H 1.36 8.65 1.82
H -1.12 8.83 1.64
```

## Properties
* total charge: +1
* energy above the lowest of the compared OMol25 structures with the same formula, charge and spin: 0.0 kJ/mol
* HOMO energy: -9.215 eV

Here are the Löwdin charges for atoms 1 to 6, given in e: -0.027, -0.114, -0.033, -0.159, -0.100, -0.224

No. 4
# C31H29N4O4PRuS2Se

A structure of composition C31H29N4O4PRuS2Se at a distorted geometry (the ωB97M-V functional and the def2-TZVPD basis, the Open Molecules 2025 dataset).

XYZ file:
```
73
Properties=species:S:1:pos:R:3
Ru 11.54 10.48 11.38
O 12.02 12.47 12.30
S 12.03 13.34 11.11
O 13.18 14.13 11.02
O 11.84 12.45 9.93
C 10.58 14.28 11.31
C 10.72 15.63 11.59
C 9.59 16.42 11.81
C 8.32 15.79 11.82
C 8.19 14.45 11.58
C 9.32 13.64 11.33
P 9.15 11.80 11.13
C 7.90 11.34 12.40
C 8.39 11.14 13.69
C 7.54 10.68 14.67
C 6.20 10.39 14.36
C 5.69 10.73 13.12
C 6.54 11.25 12.13
C 8.42 11.58 9.52
C 7.75 10.41 9.25
C 7.18 10.16 8.01
C 7.21 11.19 7.04
C 7.83 12.41 7.32
C 8.41 12.61 8.56
H 11.73 16.00 11.61
H 9.74 17.45 12.05
H 7.42 16.39 11.95
H 7.25 13.97 11.54
H 9.49 11.20 13.89
H 7.84 10.46 15.70
H 5.54 10.02 15.17
H 4.67 10.59 12.85
H 6.14 11.47 11.16
H 7.74 9.58 10.03
H 6.71 9.23 7.83
H 6.71 10.97 6.13
H 7.95 13.18 6.61
H 8.86 13.59 8.79
C 8.48 7.56 13.21
C 9.86 8.02 13.04
O 10.16 8.75 12.09
C 10.91 7.54 14.03
C 10.61 7.58 15.39
C 11.52 7.16 16.34
C 12.78 6.73 15.91
C 13.02 6.57 14.52
C 12.14 7.07 13.57
H 7.74 8.33 13.13
H 8.40 6.99 14.10
H 8.33 6.87 12.38
H 9.68 8.00 15.71
H 11.32 7.19 17.39
H 13.60 6.49 16.60
H 14.00 6.24 14.18
H 12.36 6.97 12.54
Se 11.03 6.60 9.69
C 11.16 8.34 9.52
N 11.20 9.53 9.40
S 14.10 9.92 10.93
C 14.47 10.80 9.50
N 13.52 10.93 8.55
C 13.59 11.84 7.56
C 14.66 12.65 7.46
C 15.69 12.39 8.39
N 15.61 11.47 9.36
H 12.66 10.37 8.63
H 12.79 11.85 6.82
H 14.64 13.43 6.67
H 16.64 12.92 8.39
N 12.41 10.32 13.76
H 13.23 9.75 13.88
H 11.73 9.91 14.39
H 12.66 11.27 13.95
```

## Properties
* 2S+1: 6
* total charge: +1
* energy above the lowest of the compared OMol25 structures with the same formula, charge and spin: 0.0 kJ/mol
* HOMO energy (alpha / beta): -10.380 / -10.582 eV
* expectation value of S²: 8.762

Here are the Löwdin charges for atoms 1 to 6, given in e: 1.327, -0.468, 0.432, -0.237, -0.411, -0.283

No. 5
# C31H30BrCsN4O7

A structure of composition C31H30BrCsN4O7 (the ωB97M-V functional and the def2-TZVPD basis, the Open Molecules 2025 dataset).

XYZ file:
```
74
Properties=species:S:1:pos:R:3
Cs -0.30 -0.12 0.26
O 4.07 0.08 -0.68
C 3.94 -0.84 0.37
C 3.49 -2.22 -0.07
N 2.14 -2.20 -0.61
C 2.02 -2.04 -2.05
C 1.38 -0.71 -2.54
O 0.63 -0.79 -3.52
O 1.70 0.35 -1.92
C 1.22 -3.14 0.00
C 1.21 -3.06 1.56
O 1.39 -4.13 2.16
O 1.06 -1.92 2.09
H 3.17 0.22 -1.09
H 3.21 -0.51 1.12
H 4.92 -0.92 0.86
H 3.52 -2.89 0.79
H 4.20 -2.61 -0.82
H 1.47 -2.87 -2.50
H 3.02 -2.04 -2.49
H 1.45 -4.20 -0.20
H 0.22 -2.95 -0.39
Br -8.05 -1.49 -7.35
C -7.99 -0.28 -5.89
C -9.09 -0.14 -5.07
C -9.04 0.75 -4.01
C -7.90 1.49 -3.75
C -6.80 1.34 -4.60
C -6.84 0.46 -5.66
N -7.93 2.52 -2.78
N -7.06 2.65 -1.87
C -6.11 1.74 -1.50
C -6.08 0.35 -1.77
C -5.13 -0.48 -1.27
C -4.06 -0.03 -0.42
O -3.21 -0.80 0.04
C -4.08 1.42 -0.10
N -3.08 1.88 0.69
C -3.07 3.15 1.02
C -4.04 4.05 0.58
C -5.04 3.61 -0.24
C -5.09 2.25 -0.62
H -9.98 -0.73 -5.25
H -9.90 0.88 -3.36
H -5.90 1.92 -4.41
H -5.98 0.35 -6.31
H -6.88 -0.09 -2.36
H -5.15 -1.55 -1.47
H -2.24 3.47 1.64
H -3.99 5.09 0.89
H -5.81 4.28 -0.61
C 4.27 3.10 7.64
C 3.54 2.71 6.39
C 3.52 1.40 5.94
C 2.86 1.02 4.78
C 2.93 -0.42 4.34
C 2.18 2.01 4.05
C 1.44 1.59 2.82
O 0.77 2.33 2.13
C 2.18 3.35 4.47
C 1.49 4.46 3.73
C 2.87 3.67 5.64
H 4.65 2.23 8.17
H 3.62 3.66 8.32
H 5.12 3.75 7.41
H 4.04 0.63 6.51
H 3.40 -1.02 5.12
H 3.54 -0.51 3.44
H 1.98 -0.88 4.08
H 1.54 0.52 2.57
H 0.41 4.30 3.68
H 1.83 4.51 2.69
H 1.70 5.41 4.22
H 2.88 4.70 5.97
```

## Properties
* total charge: -2
* energy above the lowest of the compared OMol25 structures with the same formula, charge and spin: 29.8 kJ/mol
* HOMO energy: -2.510 eV

Here are the Löwdin charges for atoms 1 to 6, given in e: 1.241, -0.096, -0.268, -0.172, -0.190, -0.118

No. 6
# C31H30Cl2CsNOP3S2

A structure of composition C31H30Cl2CsNOP3S2 (the ωB97M-V functional and the def2-TZVPD basis, the Open Molecules 2025 dataset).

XYZ file:
```
71
Properties=species:S:1:pos:R:3
Cs -0.63 0.26 -0.26
C 3.96 0.90 1.20
P 3.14 -0.07 -0.12
C 3.99 0.61 -1.59
C 4.02 -1.70 0.06
C 5.42 -1.74 0.06
C 6.12 -2.92 0.20
C 5.42 -4.11 0.36
C 4.04 -4.10 0.37
C 3.32 -2.91 0.22
P 1.47 -2.95 0.25
C 1.13 -4.38 -0.85
C 1.19 -3.75 1.88
H 5.05 0.87 1.15
H 3.64 0.53 2.18
H 3.64 1.93 1.09
H 5.07 0.64 -1.50
H 3.63 1.64 -1.71
H 3.71 0.04 -2.48
H 5.97 -0.81 -0.06
H 7.20 -2.92 0.19
H 5.95 -5.05 0.48
H 3.50 -5.03 0.50
H 1.63 -5.30 -0.56
H 1.42 -4.13 -1.88
H 0.05 -4.55 -0.84
H 1.73 -4.69 2.00
H 0.12 -3.95 1.98
H 1.47 -3.07 2.68
Cl -4.98 -3.33 0.53
C -5.30 -1.65 0.20
C -6.63 -1.24 0.15
C -6.95 0.06 -0.12
Cl -8.64 0.54 -0.17
C -5.93 1.02 -0.34
C -6.18 2.38 -0.61
C -5.14 3.24 -0.81
C -3.83 2.73 -0.74
N -3.56 1.48 -0.49
C -4.57 0.60 -0.29
C -4.20 -0.80 -0.01
O -3.00 -1.18 0.03
H -7.41 -1.97 0.32
H -7.21 2.72 -0.66
H -5.31 4.29 -1.02
H -2.98 3.40 -0.89
S 4.14 4.32 -0.55
P 2.20 4.70 -0.53
S 0.91 3.21 -0.83
C 1.75 5.55 1.04
C 0.46 5.46 1.55
C 0.12 6.15 2.71
C 1.07 6.93 3.36
C 2.36 7.02 2.85
C 2.70 6.33 1.70
C 1.82 6.04 -1.74
C 0.51 6.25 -2.16
C 0.21 7.29 -3.02
C 1.21 8.14 -3.47
C 2.52 7.93 -3.05
C 2.82 6.88 -2.19
H -0.26 4.84 1.05
H -0.88 6.07 3.11
H 0.80 7.47 4.26
H 3.10 7.62 3.36
H 3.70 6.37 1.30
H -0.27 5.57 -1.82
H -0.82 7.45 -3.34
H 0.98 8.95 -4.14
H 3.32 8.58 -3.41
H 3.84 6.70 -1.87
```

## Properties
* total charge: -1
* energy above the lowest of the compared OMol25 structures with the same formula, charge and spin: 5.2 kJ/mol
* HOMO energy: -4.497 eV

Here are the Löwdin charges for atoms 1 to 6, given in e: 0.793, -0.292, 0.832, -0.298, -0.387, -0.105

Which of these has the highest energy above the lowest of the compared OMol25 structures with the same formula, charge and spin?
C31H29IrN7O6S2

Which value of energy above the lowest of the compared OMol25 structures with the same formula, charge and spin does entry 6 give?
5.2 kJ/mol